[1]
Formula: C3H4O2S
Source: OMol25
Level of theory: wB97M-V/def2-TZVPD

Atoms and positions in Å:
C -0.885890 0.634032 -1.555552
C -0.588467 -0.686228 -0.021868
C 0.529739 0.191088 -0.485290
O -1.140768 1.391234 -2.446151
O -1.595388 -0.305535 -0.957688
S 1.065683 1.412157 0.728732
H -0.408891 -1.881703 -0.094031
H -0.870198 -0.376460 0.958674
H 1.435757 -0.223801 -1.039372
H 0.570634 2.593566 0.313671

Atomic forces in eV per Å
2.54 1.31 -0.61
0.96 -4.00 0.40
-0.91 1.36 -2.83
0.33 -1.30 1.63
-0.68 -0.04 -0.25
0.41 0.10 0.33
-0.45 2.87 0.24
-0.48 -0.26 0.77
-1.54 0.36 0.73
-0.19 -0.40 -0.40

Properties
energy	-18104.2268	eV
LUMO	0.68	eV
energy above the lowest of the compared OMol25 structures with the same formula, charge and spin	177.38	kJ/mol

[2]
Formula: C5H13NO
Source: OMol25
Level of theory: wB97M-V/def2-TZVPD

Atoms and positions in Å:
C -0.303933 1.272655 0.647853
C 0.619403 0.961342 -0.512737
C 0.722190 -0.279161 -1.182271
C -1.785764 -0.065288 -1.955592
C -0.629615 -0.695400 -1.871724
N -0.547053 -0.017682 1.385643
H 0.099755 2.010091 1.392262
H -1.257118 1.672638 0.363631
H 1.609085 1.224652 -0.186085
H 0.325186 1.745008 -1.237486
H 1.417733 -0.158439 -1.999258
H 0.976133 -1.199041 -0.656655
H -2.519773 -0.051595 -2.738272
H -2.021776 0.471027 -1.036061
H -0.555816 -1.664320 -2.427623
H 0.199295 -0.641203 1.493567
H -1.304760 -0.572336 0.984746
H 1.102875 -0.986232 2.775704
H 1.959717 -1.589272 3.871482
O 1.894242 -1.437437 2.888878

Atomic forces in eV per Å
0.55 -2.47 2.02
0.35 4.95 1.05
-3.37 -3.78 -1.69
-0.05 0.97 1.85
1.60 -1.83 -1.43
-2.44 1.32 0.43
0.03 -0.64 -0.89
-0.49 0.01 -0.25
0.69 0.36 0.18
0.53 -0.30 -0.23
0.25 -0.22 -0.35
0.64 0.35 0.61
-0.36 -1.04 0.00
-0.10 1.18 -0.79
0.46 1.12 -0.37
1.37 -0.43 -0.56
0.26 0.44 0.07
-2.27 1.39 0.07
-0.10 0.24 -1.62
2.47 -1.61 1.90

Properties
energy	-8930.9308	eV
SMILES	C=CCCCN.O
LUMO	0.96	eV
energy above the lowest of the compared OMol25 structures with the same formula, charge and spin	297.18	kJ/mol

[3]
Formula: C20H16BrCuF4PTe
Source: OMol25
Level of theory: wB97M-V/def2-TZVPD

Atoms and positions in Å:
Cu 1.334054 1.482934 1.097400
F -4.197356 3.833668 -2.427543
C -3.337909 3.028291 -1.834710
C -3.516362 1.657995 -1.883731
F -4.544892 1.140810 -2.531521
C -2.599064 0.836322 -1.247877
F -2.794622 -0.478509 -1.322267
C -1.499733 1.331788 -0.561705
P -0.334243 0.216354 0.292742
C -1.286228 -0.729287 1.500415
C -1.334682 -0.227352 2.800301
C -2.062509 -0.888504 3.777695
C -2.729579 -2.062233 3.462395
C -2.672578 -2.575814 2.172749
C -1.957744 -1.912621 1.190176
C 0.268665 -0.927611 -0.975872
C 0.877102 -2.113050 -0.562460
C 1.455351 -2.957514 -1.496311
C 1.441366 -2.620766 -2.843528
C 0.848211 -1.437257 -3.255545
C 0.264692 -0.588863 -2.325326
C -1.340499 2.720595 -0.534806
Br 0.105502 3.595258 0.339092
C -2.245077 3.556663 -1.159857
F -2.094507 4.874811 -1.134627
H -0.802555 0.684296 3.050905
H -2.100697 -0.491409 4.782961
H -3.291535 -2.583677 4.225729
H -3.191230 -3.494050 1.932406
H -1.916235 -2.315742 0.187699
H 0.889305 -2.382950 0.487268
H 1.912347 -3.882883 -1.171657
H 1.891316 -3.282193 -3.571536
H 0.832921 -1.173795 -4.304602
H -0.196158 0.331861 -2.661834
C 4.619421 2.612082 0.354075
Te 3.708147 1.457946 1.895519
C 4.254721 -0.429578 1.075254
H 4.265730 2.275060 -0.615613
H 5.696822 2.497594 0.429932
H 4.351421 3.654194 0.507587
H 5.337573 -0.513462 1.094119
H 3.874589 -0.519118 0.061750
H 3.816741 -1.200300 1.704739

Atomic forces in eV per Å
-0.03 0.01 -0.03
0.00 -0.01 -0.01
0.02 0.02 0.01
0.04 -0.02 0.03
-0.02 0.01 0.00
0.03 -0.01 0.02
-0.03 -0.01 0.00
0.01 0.06 0.03
0.15 -0.04 0.04
-0.10 -0.07 -0.03
-0.01 0.01 0.00
0.02 0.03 -0.01
-0.01 -0.02 0.00
-0.02 0.00 0.03
0.05 0.06 -0.02
-0.04 0.00 -0.02
-0.01 0.02 0.00
0.00 -0.01 0.01
0.01 0.00 0.00
0.00 0.00 -0.01
0.00 -0.02 -0.01
-0.05 -0.02 -0.02
0.00 0.01 -0.01
-0.01 0.01 0.00
-0.01 0.00 0.00
0.00 0.00 0.00
0.00 0.00 0.00
0.00 0.00 0.00
0.00 0.00 -0.01
-0.01 0.00 -0.02
-0.01 0.00 0.01
0.00 0.00 0.00
0.00 0.00 0.00
0.00 0.00 0.00
0.00 0.00 0.01
0.00 0.01 -0.01
0.06 0.02 -0.01
-0.02 -0.02 0.00
-0.01 -0.01 0.01
0.00 -0.01 0.02
-0.01 0.00 0.01
0.00 0.01 0.00
0.00 0.02 0.00
0.00 0.01 0.00

Properties
energy	-163127.7302	eV
charge	+1
LUMO	-2.91	eV

[4]
Formula: C2H3N3O
Source: OMol25
Level of theory: wB97M-V/def2-TZVPD

Atoms and positions in Å:
N 0.655254 0.920479 1.180351
C 0.135902 0.181412 0.099680
N 0.629361 0.343725 -1.096440
O -0.073689 -0.428676 -1.943324
N -1.031424 -1.133023 -1.272397
C -0.957981 -0.768454 -0.028941
H 1.219883 1.682777 0.812205
H 1.257212 0.376251 1.790037
H -1.833980 -1.177163 0.458793

Atomic forces in eV per Å
-0.14 -0.08 -0.13
-0.16 -0.23 -0.24
0.08 0.04 0.34
-0.16 -0.40 0.06
0.46 0.64 -0.37
-0.25 -0.01 -0.90
-0.17 -0.14 0.03
-0.31 -0.12 -0.03
0.65 0.31 1.24

Properties
energy	-8637.7290	eV
SMILES	Nc1cnon1
LUMO	0.90	eV
energy above the lowest of the compared OMol25 structures with the same formula, charge and spin	266.84	kJ/mol

[5]
Formula: C25H74N6O14
Source: OMol25
Level of theory: wB97M-V/def2-TZVPD

Atoms and positions in Å:
C 4.557641 0.588109 -21.045980
O 4.256102 -0.746184 -20.864418
C 5.313491 -1.539280 -21.239019
C 4.961877 -2.956048 -20.596872
N 5.607448 -3.208650 -19.374788
C 7.081947 -3.490730 -19.452318
C 7.672029 -3.770674 -18.092541
O 9.086896 -4.066123 -18.241600
C 9.813252 -3.950555 -17.020849
H 5.547127 1.019601 -20.894863
H 3.976451 1.244532 -20.398334
H 4.326975 0.807200 -22.088517
H 6.293029 -1.264594 -20.847672
H 5.429202 -1.591668 -22.321592
H 5.159771 -3.767710 -21.296972
H 3.883949 -3.066802 -20.478923
H 5.101368 -3.279163 -18.503582
H 7.568422 -2.595595 -19.839859
H 7.301543 -4.369163 -20.059134
H 7.166575 -4.633040 -17.657871
H 7.465411 -2.957675 -17.396521
H 10.657721 -4.639745 -17.021775
H 9.263953 -4.227263 -16.120965
H 10.120962 -2.920029 -16.843554
C 5.576533 2.985340 -9.500642
O 6.524040 1.873040 -9.521596
C 7.399042 1.776889 -8.363681
C 8.497668 0.797365 -8.758486
N 7.852244 -0.436780 -9.123125
C 8.710331 -1.411490 -9.815094
C 8.015869 -2.636005 -10.342352
O 8.043504 -3.708409 -9.383735
C 7.274755 -3.431711 -8.213270
H 6.193562 3.840583 -9.776233
H 4.995274 3.259534 -8.620269
H 4.924918 2.777428 -10.349329
H 6.866127 1.327096 -7.525946
H 7.754010 2.754997 -8.039014
H 9.151560 0.613367 -7.906035
H 9.015643 1.247951 -9.605108
H 7.117304 -0.235866 -9.786134
H 9.579324 -1.660060 -9.205864
H 9.229967 -0.908705 -10.630745
H 8.465130 -3.030881 -11.253578
H 6.996793 -2.403818 -10.651669
H 6.990831 -4.303965 -7.624490
H 6.298857 -3.080632 -8.548646
H 7.666275 -2.705301 -7.501128
C 0.157239 -0.632853 -10.483793
O -0.266161 -1.702142 -9.683488
C 0.775973 -2.589625 -9.320064
C 0.273344 -3.572448 -8.262148
N 0.056299 -2.801398 -7.051983
C 0.131285 -3.637617 -5.854134
C -0.580975 -3.055191 -4.665353
O -1.954886 -3.016283 -5.097178
C -2.860202 -2.518538 -4.137081
H -0.490002 -0.589884 -11.359760
H 1.154470 -0.813999 -10.884814
H 0.173584 0.387951 -10.101948
H 1.656656 -2.065844 -8.948366
H 1.045933 -3.126485 -10.229452
H 0.929012 -4.425797 -8.088993
H -0.667971 -4.030044 -8.566498
H -0.866199 -2.396565 -7.124216
H 1.196589 -3.825028 -5.719581
H -0.235248 -4.652710 -6.006881
H -0.378877 -2.002402 -4.468110
H -0.534175 -3.698461 -3.786655
H -2.937313 -1.434024 -4.059720
H -2.652523 -2.992748 -3.177869
H -3.887387 -2.807629 -4.359406
C 10.495014 7.261768 -17.859055
O 10.460981 5.898461 -17.792981
C 11.326242 5.453795 -16.659173
C 11.180513 3.974770 -16.507527
N 11.675822 3.272217 -17.653103
C 11.948682 1.821592 -17.500599
C 12.683428 1.201464 -18.681111
O 13.843561 1.905525 -18.985608
C 14.378226 1.596839 -20.288798
H 10.079966 7.769338 -16.988298
H 9.936754 7.457969 -18.774456
H 11.518479 7.625331 -17.950807
H 11.082609 5.941599 -15.715362
H 12.390765 5.644654 -16.795007
H 10.161268 3.670272 -16.269782
H 11.873981 3.706671 -15.710463
H 12.353148 3.770324 -18.212761
H 11.069562 1.194378 -17.352753
H 12.611879 1.651036 -16.652558
H 11.893435 1.066166 -19.419827
H 12.994302 0.192389 -18.410488
H 13.649648 1.593524 -21.099512
H 14.859222 0.618882 -20.270440
H 15.088873 2.380587 -20.551153
C 5.569890 0.724023 -14.770984
O 5.390065 -0.284978 -14.205052
N 5.757529 0.767238 -16.117155
N 5.573751 1.904991 -14.206443
H 5.680355 -0.125744 -16.582703
H 6.011908 1.636396 -16.564307
H 5.615152 1.998914 -13.201672
H 5.727208 2.747169 -14.742448
O 7.739121 3.796359 -19.023903
H 8.615258 3.809564 -18.638621
H 7.771582 4.456234 -19.716540
O 1.065613 3.467678 -15.531018
H 1.936182 3.531489 -15.138260
H 1.106020 2.683187 -16.077983
O 3.434281 -3.730239 -15.713551
H 3.815869 -3.023333 -15.193063
H 3.664959 -4.528988 -15.239199
O 1.140016 0.008278 -17.712292
H 1.573596 -0.790893 -17.413012
H 1.577388 0.224645 -18.535770
O 4.998297 5.293730 -16.510915
H 5.065066 6.202250 -16.804821
H 5.538315 4.801256 -17.129046

Atomic forces in eV per Å
-0.86 2.10 -0.95
0.38 0.80 1.33
-0.10 -3.25 0.48
-0.19 0.31 -1.35
2.15 -0.37 0.92
-1.50 0.52 0.79
0.46 -0.48 0.22
-0.93 0.32 0.64
-0.23 -0.08 0.11
0.76 -1.12 0.28
-0.63 -0.33 -0.03
-0.13 0.55 -0.21
-0.08 0.52 0.30
-0.20 -0.05 -0.35
0.51 -0.07 -0.43
-0.09 0.58 0.13
0.24 -0.10 -0.33
0.25 -0.17 -0.34
-0.12 0.09 -0.44
0.02 -0.33 0.07
0.39 0.41 0.00
0.15 0.26 -0.42
-0.60 -0.19 -0.11
0.30 0.11 -0.19
1.58 -0.35 -1.36
-0.59 0.64 1.51
-0.65 -0.47 -0.51
-0.70 0.43 -0.05
-0.20 -1.38 -0.37
0.99 1.29 -0.10
-0.07 -0.72 0.83
-0.15 0.06 0.34
-1.14 0.11 -0.37
-0.24 0.47 0.09
0.21 -0.80 0.39
-0.22 0.06 0.24
-0.34 0.06 0.09
0.24 0.14 -0.26
0.26 0.18 -0.10
0.61 0.04 -0.11
-0.31 0.28 0.13
-0.26 -0.48 0.52
-0.11 0.23 -0.72
0.43 0.01 0.24
-0.42 0.11 0.28
0.76 -0.59 -0.40
-0.18 0.49 0.04
0.46 0.20 -0.39
0.25 -0.10 -1.52
-0.18 0.42 1.00
-0.12 -0.95 -0.45
-0.32 0.88 -0.29
-0.22 -0.26 0.85
0.94 -0.09 -0.45
-1.51 0.47 -0.77
-0.69 -0.09 -0.13
-0.32 -0.56 0.21
-0.18 -0.03 -0.07
0.22 -0.08 0.02
-0.20 -0.21 0.98
-0.01 0.14 0.16
0.32 -0.24 -0.18
0.52 0.33 -0.04
-0.19 -0.06 -0.43
-0.10 0.11 0.15
0.20 0.28 0.67
-0.68 -0.19 -0.13
0.94 -0.09 0.32
0.40 0.11 0.19
0.71 0.24 0.07
0.12 0.32 0.37
0.12 -0.37 -0.53
-0.04 1.13 -0.93
1.74 -2.07 2.65
-1.23 -0.30 -1.11
0.97 -0.52 0.02
-0.85 -1.60 -1.54
1.23 0.98 0.22
-0.85 -0.56 0.82
0.03 0.78 -1.65
0.02 0.24 0.55
-0.41 0.00 0.12
-0.01 0.79 0.14
0.23 0.20 -0.26
-0.54 0.28 -0.10
0.09 0.45 -0.73
-0.06 0.03 0.14
-0.33 -0.01 1.00
0.13 -0.23 0.22
-0.36 0.39 0.10
-0.01 0.10 0.62
0.52 0.47 -1.12
-0.25 -0.38 0.26
-0.49 -0.01 0.26
0.16 -0.05 0.00
0.17 -0.16 0.28
0.41 1.15 -2.83
-0.70 -4.23 2.49
0.10 0.02 -0.79
0.20 3.54 1.71
0.17 0.52 -0.26
-0.08 -0.61 -0.33
-0.09 -0.25 -0.28
-0.06 -0.17 0.21
-0.45 -0.17 0.14
0.45 0.07 0.14
0.03 0.15 -0.17
-0.18 0.20 0.07
0.23 0.05 0.08
-0.05 -0.32 -0.19
-0.08 0.02 -0.32
0.13 0.32 0.21
0.02 -0.22 0.10
-0.17 0.25 0.15
0.10 -0.26 0.13
0.10 0.03 -0.26
-0.09 -0.20 0.29
-0.02 0.23 -0.03
0.22 -0.13 -0.29

Properties
energy	-64723.4455	eV
SMILES	COCCNCCOC.COCCNCCOC.COCCNCCOC.COCCNCCOC.NC(N)=O.O.O.O.O.O
LUMO	0.04	eV
energy above the lowest of the compared OMol25 structures with the same formula, charge and spin	337.26	kJ/mol

Number 1: HOMO level -9.739 eV, frontier orbital gap 0.38289 Eh, strongest force on any atom 4.13 eV Å⁻¹. Number 2: HOMO level -9.010 eV, frontier orbital gap 0.36623 Eh, strongest force on any atom 5.34 eV Å⁻¹. Number 3: HOMO level -11.772 eV, frontier orbital gap 0.32583 Eh, strongest force on any atom 0.16 eV Å⁻¹. Number 4: HOMO level -10.103 eV, frontier orbital gap 0.40430 Eh, strongest force on any atom 1.43 eV Å⁻¹. Number 5: HOMO level -8.250 eV, frontier orbital gap 0.30472 Eh, strongest force on any atom 4.96 eV Å⁻¹.